Record 1
Molecular formula: C41H46ClN4O3P2S2Zr
Method: DFT, ωB97M-V/def2-TZVPD

HOMO energy	-10.575	eV
gap between HOMO and LUMO	0.27064	Ha
multiplicity	1
max |F|	0.84	eV Å⁻¹
charge	+1
total energy	-4021.03609	Eh

Each line ends with the Mulliken charge.
Positions of all 100 atoms, in Å:
Zr (-0.60642, -0.14350, -0.48157)  -0.699
C (-1.54331, -3.18319, 2.81362)  -1.227
C (-0.74115, -2.61161, 1.68346)  0.655
N (-0.87957, -1.35085, 1.40861)  1.210
N (-1.76040, -0.63799, 2.23770)  -0.920
C (-2.92171, -0.40227, 1.75919)  0.440
S (-3.50791, -1.15596, 0.23638)  -0.181
S (-3.93728, 0.67414, 2.69931)  -0.172
C (-5.49131, -0.27643, 2.74111)  -1.283
C (-5.31095, -1.61814, 3.40251)  0.683
C (-4.94988, -1.69549, 4.74628)  -0.195
C (-4.73484, -2.92439, 5.34857)  -0.670
C (-4.87786, -4.09659, 4.61409)  -0.461
C (-5.24953, -4.02988, 3.28021)  -0.751
C (-5.46543, -2.79526, 2.67775)  -0.182
C (0.13841, -3.46330, 0.88504)  0.500
C (0.59924, -4.68107, 1.41274)  -1.180
C (1.38982, -5.53688, 0.68114)  -1.081
C (1.71670, -5.20614, -0.63300)  -0.473
C (1.28408, -4.01765, -1.17981)  -0.733
C (0.51752, -3.11907, -0.43162)  0.291
O (0.19344, -1.95320, -0.97569)  -0.335
H (-2.60601, -2.98773, 2.64795)  -0.097
H (-1.28267, -2.67796, 3.74692)  0.327
H (-1.41336, -4.25261, 2.91813)  0.623
H (-5.90935, -0.36367, 1.73911)  0.420
H (-6.14648, 0.37372, 3.32221)  0.598
H (-4.82585, -0.78386, 5.31988)  0.402
H (-4.46039, -2.97018, 6.39465)  0.408
H (-4.71463, -5.05669, 5.08641)  0.418
H (-5.38280, -4.93813, 2.70637)  0.410
H (-5.77161, -2.74912, 1.64087)  0.370
H (0.35644, -4.94980, 2.43140)  0.459
H (1.74350, -6.45892, 1.12057)  0.421
H (2.31808, -5.88182, -1.22783)  0.458
H (1.53944, -3.74120, -2.19485)  0.402
Cl (-6.44657, 4.22860, -0.29176)  -0.218
C (-4.89452, 3.46705, -0.16012)  -0.017
C (-3.84763, 4.13437, 0.45815)  -0.893
C (-2.61544, 3.51670, 0.56675)  -1.080
C (-2.42229, 2.23189, 0.07376)  0.136
O (-1.22328, 1.62029, 0.23631)  1.187
C (-3.47639, 1.57335, -0.57061)  0.786
C (-3.30642, 0.18555, -1.12909)  -0.139
O (-2.12056, -0.04962, -1.79206)  -0.786
C (-4.70957, 2.20131, -0.68209)  -1.139
H (-4.00283, 5.12938, 0.85272)  0.477
H (-1.78812, 4.01192, 1.05997)  0.461
H (-4.15345, -0.06325, -1.76921)  0.914
H (-5.53365, 1.70052, -1.17649)  0.457
C (2.78955, -1.17462, 1.09133)  -1.843
P (2.04287, 0.35268, 0.43199)  2.082
C (3.16229, 0.63293, -1.00534)  -0.508
N (4.44886, 0.69530, -0.76407)  -0.059
C (5.29470, 0.74424, -1.81921)  0.257
C (6.68902, 0.83998, -1.59925)  -0.568
C (7.53629, 0.84517, -2.66632)  -0.564
C (7.03915, 0.75021, -3.99127)  -0.582
C (5.70093, 0.65927, -4.23127)  -0.463
C (4.79740, 0.66425, -3.14214)  0.171
N (3.46557, 0.61042, -3.37392)  -0.192
C (2.65900, 0.62556, -2.34047)  -0.117
P (0.85648, 0.68456, -2.68100)  1.987
C (0.64699, -0.43655, -4.08880)  -1.576
C (0.54278, 2.40725, -3.30944)  1.840
C (-0.96209, 2.52373, -3.58319)  -2.054
C (0.92566, 3.38114, -2.19320)  -1.545
C (1.32701, 2.71892, -4.58285)  -1.764
C (2.36931, 1.64629, 1.72376)  1.779
C (3.74549, 1.50799, 2.37591)  -1.761
C (2.22256, 3.02614, 1.08359)  -1.452
C (1.26917, 1.45056, 2.77787)  -1.696
H (2.32522, -1.43425, 2.04304)  0.365
H (3.85999, -1.03001, 1.22945)  0.609
H (2.62571, -1.99098, 0.39055)  0.360
H (7.04544, 0.90262, -0.57962)  0.485
H (8.60409, 0.91884, -2.50831)  0.410
H (7.73767, 0.75273, -4.81752)  0.412
H (5.29744, 0.59136, -5.23306)  0.478
H (1.34140, -0.18713, -4.88775)  0.440
H (-0.38216, -0.36863, -4.44023)  0.421
H (0.82772, -1.45526, -3.74773)  0.271
H (-1.55699, 2.28817, -2.70085)  0.353
H (-1.28079, 1.86961, -4.39628)  0.338
H (-1.18435, 3.55192, -3.87845)  0.563
H (0.39159, 3.15197, -1.26773)  -0.047
H (0.65232, 4.39541, -2.49281)  0.622
H (2.00034, 3.37174, -1.99490)  0.325
H (0.97592, 2.12304, -5.42673)  0.383
H (2.39603, 2.55128, -4.46547)  0.329
H (1.17410, 3.77108, -4.83607)  0.486
H (4.54871, 1.55212, 1.64207)  0.271
H (3.83505, 0.57802, 2.93861)  0.324
H (3.87740, 2.33123, 3.08267)  0.535
H (2.94971, 3.18361, 0.28411)  0.257
H (2.39414, 3.78996, 1.84537)  0.631
H (1.21687, 3.17242, 0.68392)  0.015
H (1.33899, 0.47437, 3.26402)  0.353
H (0.27062, 1.55311, 2.34859)  0.103
H (1.38360, 2.21087, 3.55442)  0.533

Forces on the atoms, in the same order (eV/Å):
0.396 -0.571 -0.478
0.030 -0.015 -0.003
0.089 -0.018 0.172
-0.177 0.041 0.051
-0.022 -0.061 0.106
0.019 0.027 0.036
0.055 0.063 0.010
-0.079 0.138 -0.019
0.021 -0.069 0.043
-0.002 0.002 -0.025
0.058 -0.014 0.004
-0.004 0.016 -0.020
-0.015 0.002 -0.020
-0.012 -0.003 0.025
-0.021 0.035 0.031
-0.036 0.001 -0.079
-0.011 -0.011 0.048
0.023 -0.015 -0.023
-0.004 -0.010 0.001
0.023 0.004 -0.035
0.161 0.054 0.002
-0.216 -0.043 0.113
0.034 -0.026 -0.004
-0.025 0.009 -0.012
0.011 0.003 0.013
0.053 -0.006 0.007
-0.040 -0.015 0.007
0.002 -0.013 -0.010
-0.004 0.002 -0.009
-0.001 0.008 -0.005
0.003 0.006 0.002
0.008 0.009 -0.056
-0.013 0.015 -0.021
-0.002 0.007 -0.004
-0.005 0.009 0.006
-0.002 -0.003 0.009
0.008 -0.002 0.001
-0.002 0.034 0.009
-0.029 0.030 0.002
0.071 0.002 0.058
0.022 0.022 -0.008
-0.134 -0.006 -0.030
0.032 -0.043 -0.025
-0.110 0.102 0.039
-0.042 0.264 0.045
-0.021 -0.037 -0.040
0.005 -0.014 -0.003
-0.018 -0.001 -0.008
-0.017 -0.046 -0.007
0.014 -0.001 0.010
0.010 0.043 0.029
-0.030 -0.023 -0.010
0.032 -0.024 0.015
-0.011 -0.019 0.028
-0.047 -0.005 -0.038
0.027 -0.001 0.005
0.012 0.003 0.020
-0.005 -0.003 -0.023
0.009 -0.001 -0.024
0.012 0.007 0.052
-0.026 0.013 -0.007
0.017 0.061 -0.005
-0.020 0.117 0.040
-0.006 -0.026 0.036
-0.053 0.020 0.008
0.019 0.002 0.008
0.009 -0.042 -0.006
-0.021 0.006 -0.020
-0.023 0.001 0.012
0.000 0.014 -0.016
-0.048 0.009 -0.010
0.020 0.009 0.011
-0.010 -0.008 -0.005
0.005 0.011 0.006
0.011 -0.011 -0.009
-0.001 -0.002 -0.011
-0.008 -0.002 0.000
-0.007 0.000 0.006
0.008 0.002 0.016
0.024 0.007 -0.014
-0.002 -0.003 -0.005
-0.008 -0.005 0.004
-0.012 0.025 0.009
-0.008 -0.012 0.018
0.013 -0.012 -0.017
0.002 0.016 -0.048
0.014 -0.010 -0.009
-0.024 -0.007 0.007
0.022 -0.004 0.014
0.013 0.019 0.004
-0.021 -0.017 -0.008
0.004 0.003 0.008
0.005 0.005 -0.016
-0.009 -0.016 -0.005
-0.004 0.003 0.024
-0.010 -0.002 -0.005
0.050 -0.012 0.023
-0.007 0.004 -0.011
0.003 0.019 0.011
0.005 -0.016 0.000

---

Record 2
Molecular formula: C2H2F2O3
Method: DFT, ωB97M-V/def2-TZVPD

HOMO energy (alpha / beta)	-6.333 / -11.811	eV
gap between HOMO and LUMO (alpha / beta)	0.24277 / 0.27773	Ha
multiplicity	3
expectation value of S²	2.008
max |F|	6.08	eV Å⁻¹
charge	0
total energy	-502.61422	Eh

Each line ends with the natural charge from an NBO analysis.
Positions of all 9 atoms, in Å:
C (-1.14152, -0.27136, -0.16750)  0.779
C (0.65528, -0.43072, -0.41197)  0.711
O (-1.24959, -1.29890, 0.70458)  -0.680
O (0.77964, -1.71960, -0.71213)  -0.646
O (1.41664, 0.43088, -0.25958)  -0.344
F (-1.56525, -0.50900, -1.42354)  -0.310
F (-2.31921, 0.67184, 0.35052)  -0.470
H (1.75299, -2.02751, -0.51836)  0.462
H (-2.00925, -1.80606, 0.44835)  0.498

Forces on the atoms, in the same order (eV/Å):
-5.195 2.081 2.375
0.457 -3.456 -3.557
1.209 0.849 -0.394
3.291 -0.402 1.099
1.262 1.674 1.248
0.924 -0.031 0.638
0.580 -0.270 -0.596
-1.703 0.390 -0.487
-0.825 -0.834 -0.327